Molecular formula: C4H6N4
Method: DFT, wB97M-V/def2-TZVPD

Properties
spin multiplicity: 1
Kohn-Sham gap (alpha / beta): 8.06 / 8.06 eV
electronic energy: -374.88633 hartree

XYZ file:
```
14
C4H6N4 | the Open Molecules 2025 dataset | wB97M-V/def2-TZVPD
C -0.1411 0.8488 1.2467
C -0.2983 -0.5348 1.0947
C 0.2707 0.5710 -0.9575
N 0.5810 -0.8165 -0.2786
N -1.0212 -1.4383 1.5757
N 1.1565 1.2600 -1.5656
C -1.0791 0.5328 -1.4666
N -2.1596 0.4804 -1.8597
H 1.5757 -0.8980 -0.0745
H 0.2288 -1.6357 -0.7727
H -1.2520 -2.2455 1.0052
H 2.0890 1.2029 -1.1660
H -0.7718 1.3308 1.9823
H 0.8214 1.3419 1.2365
```